This record from OMol25 describes a cluster of 2 separate species, C31H37ClFIN3O7P2S2 in total. The level of theory is wB97M-V/def2-TZVPD.

The geometry in XYZ format:
```
85
C31H37ClFIN3O7P2S2, DFT wB97M-V/def2-TZVPD
O -2.11 -3.93 1.69
P -2.28 -3.23 0.38
C -2.34 -4.43 -0.99
C -1.26 -5.32 -1.17
C -0.04 -5.30 -0.26
C 1.24 -4.79 -0.96
C 1.43 -3.28 -0.96
S 1.40 -2.63 0.74
C 2.02 -1.00 0.49
S 3.34 -0.69 -0.39
N 1.33 0.05 1.12
C 0.75 1.13 0.50
C 0.21 1.91 1.47
N 0.45 1.33 2.71
C 1.10 0.23 2.47
C -1.34 -6.26 -2.20
I 0.14 -7.75 -2.52
C -2.40 -6.33 -3.08
C -3.43 -5.42 -2.93
C -3.42 -4.50 -1.89
C -4.62 -3.60 -1.82
O -5.17 -3.35 -0.79
C -5.09 -3.12 -3.15
C -5.08 -4.05 -4.19
C -5.48 -3.69 -5.46
C -5.89 -2.38 -5.70
P -6.41 -1.94 -7.40
O -4.99 -1.35 -7.98
O -6.44 -3.46 -8.00
C -5.91 -1.43 -4.68
C -6.31 0.00 -4.99
C -5.16 0.92 -4.71
O -4.10 0.84 -5.20
F -5.44 1.91 -3.88
C -5.51 -1.82 -3.40
Cl -5.51 -0.67 -2.11
C -4.58 -5.41 -3.87
O -5.06 -6.41 -4.32
H -1.25 -2.33 0.08
H -3.45 -2.47 0.37
H -0.24 -4.76 0.66
H 0.13 -6.34 0.01
H 1.16 -5.07 -2.01
H 2.11 -5.30 -0.57
H 2.41 -3.06 -1.37
H 0.71 -2.78 -1.59
H 0.73 1.31 -0.56
H -0.32 2.83 1.36
H 1.45 -0.46 3.22
H -2.45 -7.06 -3.87
H -5.46 -4.41 -6.26
H -4.30 -1.39 -7.30
H -7.01 -3.44 -8.77
H -7.21 0.30 -4.46
H -6.47 0.10 -6.06
C 2.70 5.01 2.41
C 3.09 5.27 3.84
N 3.71 4.10 4.56
C 2.71 2.98 4.57
C 3.92 4.45 6.02
C 4.91 5.55 6.36
C 4.95 3.54 3.90
C 6.11 4.47 3.58
O 5.73 5.47 2.66
C 6.48 6.67 2.75
H 1.91 4.26 2.32
H 2.30 5.93 1.98
H 3.54 4.70 1.79
H 2.20 5.53 4.43
H 3.77 6.11 3.91
H 1.78 3.34 4.99
H 3.11 2.17 5.17
H 2.56 2.63 3.55
H 4.21 3.52 6.52
H 2.93 4.72 6.39
H 5.93 5.18 6.40
H 4.68 5.92 7.36
H 4.86 6.40 5.68
H 4.61 3.09 2.97
H 5.30 2.75 4.56
H 6.88 3.85 3.12
H 6.55 4.90 4.48
H 7.47 6.50 3.18
H 5.95 7.41 3.36
H 6.60 7.07 1.75
```

The charge is +1. Its gap between HOMO and LUMO is 7.6 eV. As for the total energy: -115132.91594 eV. Its max |F| is 0.033 hartree/bohr.



This record from OMol25 describes a cluster of 3 separate species, C31H37F15INO8 in total. The level of theory is wB97M-V/def2-TZVPD.

The geometry in XYZ format:
```
93
C31H37F15INO8, DFT wB97M-V/def2-TZVPD
N 3.02 -2.21 5.02
C 1.89 -3.02 4.56
C 1.59 -2.93 3.07
C 1.26 -1.51 2.59
C 1.76 -1.20 1.19
C 1.91 0.30 0.86
C 0.70 1.06 1.28
C 0.55 1.87 2.34
C 1.62 2.25 3.32
C 2.21 3.67 3.09
C 2.31 4.05 1.62
I 3.79 5.59 1.33
C -0.77 2.53 2.53
O -0.86 3.64 3.01
C -1.97 1.73 2.11
C -3.25 1.83 2.91
F -3.05 2.53 4.06
F -3.63 0.58 3.29
C -4.50 2.49 2.18
F -4.28 2.57 0.85
F -5.56 1.68 2.38
C -5.00 3.89 2.66
F -5.46 3.80 3.92
F -6.04 4.17 1.85
C -4.02 5.11 2.57
F -3.16 4.93 1.57
F -4.72 6.21 2.32
F -3.37 5.28 3.69
C -1.83 0.90 1.06
C -2.88 -0.02 0.50
C -2.35 -1.24 -0.28
C -3.48 -2.23 -0.56
C -3.14 -3.19 -1.68
O -2.96 -2.45 -2.91
C -1.74 -2.46 -3.45
O -1.34 -1.58 -4.15
C -0.48 0.92 0.39
O -0.38 0.87 -0.82
H 3.59 -1.92 4.24
H 2.69 -1.36 5.46
H 0.99 -2.76 5.12
H 2.10 -4.07 4.81
H 0.73 -3.57 2.87
H 2.42 -3.33 2.49
H 0.18 -1.36 2.67
H 1.72 -0.80 3.29
H 2.71 -1.70 1.00
H 1.03 -1.59 0.47
H 1.96 0.37 -0.23
H 2.82 0.71 1.29
H 2.43 1.53 3.26
H 1.21 2.24 4.33
H 3.20 3.72 3.53
H 1.58 4.40 3.59
H 2.63 3.24 0.98
H 1.39 4.48 1.24
H -3.52 -0.39 1.30
H -3.54 0.53 -0.18
H -1.94 -0.88 -1.22
H -1.56 -1.72 0.30
H -3.64 -2.84 0.32
H -4.40 -1.70 -0.82
H -2.24 -3.75 -1.46
H -3.97 -3.88 -1.84
H -1.14 -3.35 -3.23
C 6.42 -4.46 -2.08
C 5.80 -5.18 -0.90
O 6.10 -4.50 0.34
C 5.32 -3.48 0.64
O 4.40 -3.05 0.02
C 5.74 -2.89 2.01
F 7.07 -2.78 2.10
F 5.30 -3.69 2.99
F 5.19 -1.69 2.17
H 7.49 -4.34 -1.93
H 6.25 -5.03 -2.99
H 5.98 -3.47 -2.20
H 6.23 -6.17 -0.78
H 4.72 -5.28 -1.01
C -2.90 1.45 -5.31
C -2.74 0.64 -6.57
O -2.87 1.48 -7.74
C -1.79 2.14 -8.11
O -0.71 2.12 -7.59
C -2.09 2.96 -9.38
F -3.26 3.59 -9.29
F -2.14 2.13 -10.44
F -1.13 3.86 -9.60
H -3.85 1.99 -5.32
H -2.88 0.79 -4.44
H -2.10 2.18 -5.20
H -3.54 -0.10 -6.67
H -1.79 0.12 -6.60
```

The structure (SMILES) is NCCCCCC1=C(CCCI)C(=O)C(C(F)(F)C(F)(F)C(F)(F)C(F)(F)F)=C(CCCCOC=O)C1=O.CCOC(=O)C(F)(F)F.CCOC(=O)C(F)(F)F. The energy above the lowest of the compared OMol25 structures with the same formula, charge and spin comes out at 3.8 kcal per mole. Its gap between HOMO and LUMO is 8.0 eV. As for the total energy: -99480.66132 eV. Its max |F| is 0.012 hartree/bohr.



This record from OMol25 describes a structure of composition C31H37FFeN4O11S. The level of theory is wB97M-V/def2-TZVPD.

The geometry in XYZ format:
```
86
C31H37FFeN4O11S, DFT wB97M-V/def2-TZVPD
Fe -0.28 -0.06 0.30
C -6.04 4.19 2.65
C -5.28 4.91 1.53
C -6.24 5.36 0.45
C -5.50 6.00 -0.71
C -4.50 5.02 -1.26
C -4.13 5.03 -2.59
C -3.19 4.12 -3.06
F -2.84 4.18 -4.37
C -2.63 3.17 -2.24
C -3.01 3.15 -0.90
C -2.43 2.10 -0.03
O -1.88 1.14 -0.56
C -2.58 2.33 1.39
C -3.48 3.25 1.78
N -4.25 4.03 0.95
C -3.93 4.07 -0.40
C -1.80 1.62 2.51
O -2.00 2.08 3.66
O -1.06 0.66 2.18
H -6.93 4.78 2.91
H -5.44 4.07 3.55
H -6.35 3.20 2.31
H -4.79 5.79 1.95
H -6.96 6.06 0.89
H -6.80 4.49 0.09
H -4.99 6.90 -0.35
H -6.19 6.31 -1.50
H -4.56 5.75 -3.27
H -1.91 2.45 -2.60
H -3.60 3.40 2.85
C -2.72 -1.35 -2.62
C -1.72 -2.06 -1.71
C -1.31 -3.40 -2.29
O -0.54 -1.25 -1.54
C -2.36 -2.25 -0.31
O -3.28 -3.09 -0.23
O -1.90 -1.52 0.60
H -2.30 -1.23 -3.63
H -2.96 -0.37 -2.22
H -3.63 -1.95 -2.68
H -1.02 -3.29 -3.34
H -2.15 -4.10 -2.21
H -0.46 -3.80 -1.74
H -0.46 -0.62 -2.29
O 0.23 0.71 -3.34
C 1.38 0.62 -2.90
N 1.74 0.23 -1.65
S 3.34 0.18 -1.49
O 3.77 -1.18 -1.21
O 3.90 1.21 -0.65
C 3.75 0.63 -3.16
C 4.97 0.80 -3.79
C 4.96 1.26 -5.10
C 3.75 1.55 -5.75
C 2.54 1.37 -5.10
C 2.56 0.91 -3.80
H 5.90 0.58 -3.28
H 5.90 1.39 -5.63
H 3.77 1.92 -6.77
H 1.59 1.59 -5.57
C 3.52 -1.58 2.52
C 2.27 -2.38 2.93
C 2.45 -3.86 2.56
C 2.05 -2.26 4.43
N 1.04 -1.88 2.31
N 1.05 -1.82 0.89
H 4.39 -1.93 3.09
H 3.36 -0.52 2.72
H 3.74 -1.69 1.46
H 3.25 -4.31 3.15
H 2.72 -3.97 1.50
H 1.52 -4.40 2.74
H 2.89 -2.68 4.99
H 1.13 -2.78 4.71
H 1.94 -1.21 4.71
H 0.86 -0.94 2.63
H 0.82 -2.73 0.51
H 1.94 -1.51 0.51
C 2.28 3.02 1.59
C 1.40 1.91 1.07
O 0.50 2.17 0.24
O 1.61 0.74 1.49
H 1.94 3.99 1.22
H 3.30 2.83 1.23
H 2.28 3.01 2.68
```

The charge is -2. Its gap between HOMO and LUMO (alpha / beta) is 6.6 / 5.5 eV. As for the total energy: -109176.80722 eV. Its max |F| is 0.014 hartree/bohr. Its spin multiplicity is 5.



This record from OMol25 describes a structure of composition C31H37FN6O3Ti. The level of theory is wB97M-V/def2-TZVPD.

The geometry in XYZ format:
```
79
C31H37FN6O3Ti, DFT wB97M-V/def2-TZVPD
Ti 0.64 0.33 1.40
C 2.96 -1.64 0.69
C 1.99 -2.49 1.48
N 0.64 -1.96 1.27
C -0.32 -2.48 2.24
C 0.06 -1.88 3.59
C -0.14 -2.47 4.78
C 0.25 -1.82 5.95
C 0.84 -0.59 5.82
C 1.03 -0.01 4.58
C 1.57 1.37 4.35
N 1.81 1.66 2.93
C 3.28 1.54 2.68
C 3.64 0.11 2.31
N 2.79 -0.22 1.10
N 0.70 -0.68 3.47
H 2.80 -1.72 -0.39
H 3.93 -2.02 0.95
H 2.18 -2.43 2.53
H 2.01 -3.57 1.21
H 0.33 -2.19 0.35
H -0.26 -3.58 2.32
H -1.31 -2.10 2.00
H -0.64 -3.44 4.84
H 0.11 -2.32 6.89
H 1.20 -0.01 6.67
H 2.45 1.59 4.94
H 0.78 2.04 4.71
H 1.56 2.61 2.73
H 3.82 1.95 3.52
H 3.44 2.21 1.86
H 3.41 -0.51 3.14
H 4.69 -0.05 2.06
H 3.10 0.35 0.33
C -5.26 -1.50 -3.09
C -4.12 -0.80 -3.83
C -3.62 -1.62 -5.03
C -2.69 -0.72 -5.83
C -1.54 -0.33 -4.96
C -0.31 -0.02 -5.47
C 0.81 0.16 -4.62
F 2.02 0.44 -5.12
C 0.69 0.00 -3.26
C -0.57 -0.26 -2.70
C -0.68 -0.27 -1.27
O 0.41 -0.25 -0.56
C -1.96 -0.29 -0.73
C -3.03 -0.46 -1.63
N -2.94 -0.54 -2.95
C -1.68 -0.39 -3.54
C -2.23 -0.23 0.75
O -3.30 -0.57 1.20
O -1.22 0.26 1.54
H -5.97 -2.03 -3.78
H -5.87 -0.83 -2.44
H -4.82 -2.24 -2.42
H -4.39 0.22 -4.18
H -4.49 -1.89 -5.64
H -3.10 -2.55 -4.62
H -3.18 0.18 -6.11
H -2.38 -1.23 -6.74
H -0.11 0.13 -6.54
H 1.56 0.12 -2.60
H -4.01 -0.51 -1.24
C 2.72 1.55 -1.35
C 1.47 2.21 -0.84
C 0.92 3.29 -1.42
C 0.01 3.89 -0.52
C 0.01 3.17 0.60
C -0.67 3.35 1.94
N 0.89 2.06 0.43
H 2.96 1.82 -2.40
H 2.76 0.46 -1.32
H 3.60 1.89 -0.74
H 1.15 3.65 -2.46
H -0.56 4.75 -0.73
H -1.75 3.56 1.92
H -0.55 2.53 2.66
H -0.26 4.27 2.40
```

The charge is +2. Its gap between HOMO and LUMO is 6.4 eV. As for the total energy: -73654.76073 eV. Its max |F| is 0.050 hartree/bohr.



This record from OMol25 describes a cluster of 3 separate species, C31H37FO8S in total. The level of theory is wB97M-V/def2-TZVPD.

The geometry in XYZ format:
```
78
C31H37FO8S, DFT wB97M-V/def2-TZVPD
C -2.68 2.69 2.61
C -1.51 3.73 2.27
C -1.27 4.63 3.57
C -0.18 3.08 1.63
C 0.10 1.57 2.05
C -0.66 0.42 1.34
C -0.46 -1.11 1.68
S -1.46 -2.27 0.65
O -2.87 -1.72 0.64
O -1.00 -2.23 -0.80
F -1.57 -3.82 1.27
C 0.55 -1.55 2.80
C 0.78 -3.09 3.14
C 1.64 -3.74 1.92
O 1.65 -5.00 1.80
C 1.34 -0.39 3.52
C 1.14 1.13 3.15
C 2.04 2.23 3.92
O 1.66 3.40 4.16
C 3.51 1.71 4.34
C 4.77 2.74 4.38
O 5.74 2.49 3.33
C 6.60 1.39 3.62
C 6.93 0.40 2.45
C 7.83 -0.87 2.65
C 8.41 -1.15 4.08
C 8.12 -0.18 5.25
C 7.22 1.06 5.00
C 3.67 0.33 4.70
C 2.40 -0.67 4.70
O 2.28 -1.54 5.59
H -2.93 2.01 1.70
H -3.68 3.19 2.91
H -2.43 1.98 3.48
H -1.94 4.44 1.46
H -2.31 4.93 3.97
H -0.74 5.61 3.32
H -0.78 4.02 4.41
H -0.26 3.12 0.47
H 0.69 3.77 1.89
H -1.42 0.71 0.52
H 1.41 -3.28 4.08
H -0.21 -3.67 3.30
H 2.24 -3.03 1.24
H 5.22 2.81 5.43
H 4.33 3.78 4.16
H 6.50 0.60 1.41
H 8.01 -1.57 1.76
H 9.04 -2.09 4.25
H 8.54 -0.40 6.30
H 6.99 1.78 5.86
H 4.71 -0.03 5.01
C -1.98 -1.87 -4.04
C -0.98 -1.44 -5.09
C -1.84 -0.61 -6.02
O -2.87 -0.01 -5.22
C -2.86 -0.64 -3.93
H -1.53 -2.15 -3.09
H -2.57 -2.72 -4.41
H -0.21 -0.81 -4.64
H -0.49 -2.27 -5.60
H -2.33 -1.23 -6.78
H -1.27 0.18 -6.53
H -2.46 0.07 -3.21
H -3.89 -0.89 -3.63
C -6.24 -2.44 -7.46
C -5.78 -1.45 -6.42
C -5.60 -0.19 -7.23
O -6.54 -0.25 -8.31
C -7.09 -1.57 -8.37
H -6.78 -3.29 -7.06
H -5.37 -2.82 -8.02
H -6.58 -1.30 -5.68
H -4.88 -1.75 -5.89
H -4.59 -0.14 -7.67
H -5.76 0.72 -6.65
H -8.12 -1.52 -8.01
H -7.10 -1.92 -9.40
```

The structure (SMILES) is CC(C)Cc1cc(S(=O)(=O)F)c(CC=O)c2c1C(=O)C(COc1ccccc1)=CC2=O.C1CCOC1.C1CCOC1. Its gap between HOMO and LUMO is 6.9 eV. As for the total energy: -62665.28805 eV. Its max |F| is 0.148 hartree/bohr.



This record from OMol25 describes a structure of composition C31H37MoN5OSi2. The level of theory is wB97M-V/def2-TZVPD.

The geometry in XYZ format:
```
77
C31H37MoN5OSi2, DFT wB97M-V/def2-TZVPD
Mo 0.22 0.58 0.07
O -2.90 0.65 2.10
C -1.78 1.52 1.64
N -0.51 1.07 1.86
C 0.12 0.62 3.05
C 0.58 -0.80 2.78
C 0.73 -1.77 3.75
C 1.11 -3.05 3.38
C 1.33 -3.32 2.04
C 1.17 -2.30 1.12
N 0.82 -1.07 1.48
C -2.10 2.13 0.40
C -3.34 2.74 0.08
C -3.44 3.47 -1.07
C -2.31 3.62 -1.92
C -1.17 2.95 -1.60
N -1.08 2.15 -0.52
H -0.51 0.65 3.95
H 1.01 1.22 3.25
H 0.53 -1.53 4.79
H 1.21 -3.83 4.12
H 1.61 -4.31 1.70
H 1.32 -2.45 0.06
H -4.16 2.68 0.77
H -4.37 3.97 -1.32
H -2.36 4.22 -2.82
H -0.29 2.97 -2.24
C 3.40 -0.87 -1.41
Si 1.93 -0.37 -2.49
C 2.03 1.38 -3.16
C 2.25 -1.37 -4.07
N 0.42 -0.61 -1.61
C -0.55 -1.59 -1.87
C -0.54 -2.44 -2.98
C -1.48 -3.44 -3.18
C -2.48 -3.62 -2.24
C -2.54 -2.77 -1.15
C -1.63 -1.72 -0.96
N -1.71 -0.80 0.08
Si -3.02 -0.87 1.12
C -4.74 -0.66 0.44
C -3.40 0.84 3.44
C -3.00 -2.18 2.46
H 4.28 -0.27 -1.64
H 3.65 -1.92 -1.62
H 3.19 -0.77 -0.35
H 3.05 1.59 -3.52
H 1.78 2.14 -2.42
H 1.36 1.48 -4.01
H 3.23 -1.04 -4.42
H 1.54 -1.17 -4.87
H 2.31 -2.44 -3.90
H 0.23 -2.32 -3.73
H -1.42 -4.07 -4.05
H -3.22 -4.41 -2.35
H -3.33 -2.92 -0.42
H -4.73 0.07 -0.38
H -5.43 -0.29 1.21
H -5.15 -1.59 0.05
H -3.32 1.91 3.65
H -2.81 0.26 4.14
H -4.44 0.52 3.45
H -3.07 -3.16 1.98
H -3.83 -2.11 3.16
H -2.06 -2.16 3.01
C 1.78 1.37 0.15
C 3.09 1.98 0.22
C 4.18 1.30 0.78
C 5.42 1.90 0.85
C 5.60 3.19 0.38
C 4.53 3.88 -0.16
C 3.28 3.29 -0.24
H 4.04 0.29 1.15
H 6.26 1.36 1.28
H 6.58 3.66 0.43
H 4.66 4.90 -0.52
H 2.44 3.83 -0.64
```

The energy above the lowest of the compared OMol25 structures with the same formula, charge and spin comes out at 57.5 kcal per mole. Its gap between HOMO and LUMO is 6.3 eV. As for the total energy: -59857.77415 eV. Its max |F| is 0.009 hartree/bohr.



> max |F| of number 5 (C31H37FO8S)?

0.148 hartree/bohr